# 1
45
Properties=species:S:1:pos:R:3:nbo_charge:R:1 method="wB97M-V/def2-TZVPD" smiles="O=[N+]([O-])c1ccc(Sc2ccc(Nc3ccc(S(=O)(=O)CCl)cc3[N+](=O)[O-])cc2)cc1" total_charge=0 orbital_gap_ev=7.166
O -6.612 3.910 2.191 -0.369
N -5.421 3.745 2.561 0.475
O -4.635 4.709 2.797 -0.379
C -4.918 2.452 2.785 0.072
C -5.696 1.316 2.510 -0.181
C -5.236 0.040 2.700 -0.227
C -3.908 -0.160 3.112 -0.140
S -3.223 -1.796 3.167 0.294
C -1.638 -1.669 2.311 -0.188
C -0.579 -2.465 2.762 -0.186
C 0.658 -2.421 2.092 -0.218
C 0.841 -1.583 0.999 0.125
N 2.116 -1.526 0.478 -0.603
C 2.546 -1.180 -0.773 0.303
C 1.731 -1.489 -1.856 -0.295
C 2.077 -1.220 -3.209 -0.105
C 3.238 -0.510 -3.436 -0.397
S 3.690 -0.107 -5.132 2.109
O 3.132 -1.163 -5.987 -0.924
O 5.143 0.019 -5.326 -0.909
C 2.896 1.487 -5.517 -0.630
Cl 3.500 2.873 -4.502 -0.015
C 4.085 -0.194 -2.370 -0.094
C 3.791 -0.548 -1.022 -0.061
N 4.729 -0.192 0.007 0.520
O 5.650 0.596 -0.293 -0.363
O 4.587 -0.688 1.120 -0.396
C -0.208 -0.842 0.519 -0.194
C -1.452 -0.896 1.156 -0.217
C -3.098 0.932 3.410 -0.232
C -3.614 2.240 3.306 -0.161
H -6.753 1.422 2.216 0.251
H -5.912 -0.790 2.551 0.236
H -0.686 -3.090 3.604 0.225
H 1.503 -3.022 2.394 0.225
H 2.873 -1.420 1.140 0.432
H 0.858 -2.101 -1.671 0.238
H 1.447 -1.492 -4.049 0.251
H 3.045 1.641 -6.601 0.266
H 1.818 1.401 -5.350 0.244
H 5.044 0.333 -2.604 0.283
H -0.088 -0.131 -0.331 0.224
H -2.266 -0.264 0.830 0.226
H -2.095 0.782 3.793 0.237
H -2.958 3.058 3.519 0.248


# 2
4
Properties=species:S:1:pos:R:3:nbo_charge:R:1 method="wB97M-V/def2-TZVPD" total_charge=0 de_lowest_ev=0.559 orbital_gap_ev="8.293 / 9.290"
N 0.857 0.213 -0.065 0.579
O -0.211 0.663 0.047 -0.174
O 1.514 -0.741 0.026 -0.211
Cl -2.159 -0.135 -0.008 -0.194


# 3
17
Properties=species:S:1:pos:R:3:nbo_charge:R:1 method="wB97M-V/def2-TZVPD" total_charge=0 de_lowest_ev=2.704 orbital_gap_ev=9.402
C 0.769 0.207 0.169 -0.628
C -1.959 1.328 0.448 -0.676
C -1.823 -0.947 -0.701 -0.685
C 3.435 -0.620 0.010 -0.990
C -1.451 -0.084 0.444 0.005
P 1.672 -1.148 0.286 0.662
Cl 1.032 1.778 -0.199 0.075
H -3.018 1.505 0.575 0.230
H -1.436 1.890 1.338 0.224
H -1.825 1.702 -0.538 0.217
H -1.302 -0.599 -1.650 0.222
H -2.857 -1.229 -0.844 0.225
H -1.200 -1.870 -0.606 0.228
H 4.068 -1.517 -0.209 0.239
H 3.600 0.220 -0.793 0.242
H 3.846 -0.102 0.949 0.242
H -1.550 -0.516 1.321 0.166


| no. | strongest force on any atom (eV/A) | total energy (eV) |
| --- | --- | --- |
| 1 | 4.1 | -70871.587 |
| 2 | 3.1 | -18102.015 |
| 3 | 5.3 | -27154.345 |